Record 1
The following is a quantum chemistry calculation of a cluster of 2 separate species, H3N4O2 in total at a distorted geometry, from OMol25.

Frontier orbital gap: 7.366 eV
LUMO energy: 4.2 eV
Calculated total energy: -10098.7657 eV
HOMO level: -0.1156 hartree
Relative energy (zero: lowest compared OMol25 entry of this formula, charge and spin): 38.0 kcal per mole

```
! wB97M-V def2-TZVPD RIJCOSX def2/J DEFGRID3
* xyz -1 1
N -0.75961 0.48949 -0.01057
N 1.50091 -1.08813 -0.04295
N 1.97504 0.01866 0.06262
N -0.86449 -0.72834 -0.06911
O -1.98566 -1.38962 -0.08319
O -1.98532 1.12545 0.05101
H 2.31884 0.74722 -0.69685
H 2.33280 0.50139 0.89896
H -2.53251 0.32387 -0.10992
*
```

Record 2
The following is a quantum chemistry calculation of the ion H3N6 with charge +1 at a distorted geometry, from OMol25.

SMILES: N#[N+]N/N=N/N
Frontier orbital gap: 8.993 eV
LUMO energy: -5.6 eV
Calculated total energy: -8976.9230 eV
HOMO level: -0.5376 hartree
Relative energy (zero: lowest compared OMol25 entry of this formula, charge and spin): 28.7 kcal per mole

```
! wB97M-V def2-TZVPD RIJCOSX def2/J DEFGRID3
* xyz 1 1
N -2.15654 0.03063 0.01123
N -3.04595 -0.63835 -0.03961
N 0.20479 0.65994 -0.05368
N -1.17658 0.80746 0.04101
N 0.69915 -0.49779 0.06187
N 1.95836 -0.66179 -0.01215
H -1.39187 1.81127 0.08404
H 2.29091 -1.61410 0.06752
H 2.61772 0.10273 -0.16023
*
```

Record 3
The following is a quantum chemistry calculation of a structure of composition H3NO2S2 at a distorted geometry, from OMol25.

Frontier orbital gap (spin up / spin down): 7.347 / 7.350 eV
LUMO energy (spin up / spin down): -1.7 / -1.7 eV
Calculated total energy: -27300.4460 eV
HOMO level (spin up / spin down): -0.3312 / -0.3313 hartree
Relative energy (zero: lowest compared OMol25 entry of this formula, charge and spin): 46.2 kcal per mole

```
! wB97M-V def2-TZVPD RIJCOSX def2/J DEFGRID3
* xyz 0 1
N -1.15963 0.24555 -0.06747
O 0.68397 -1.30820 0.01878
O -0.40912 1.09954 -0.80211
S 2.83774 0.35383 0.73391
S 1.68373 -0.31901 -0.65151
H -2.06395 -0.07204 -0.50230
H -1.23459 0.60335 0.97039
H -0.33814 -0.60301 0.30031
*
```

Record 4
The following is a quantum chemistry calculation of a structure of composition H3NO3P2 at a distorted geometry, from OMol25.

Frontier orbital gap: 6.230 eV
LUMO energy: 7.6 eV
Calculated total energy: -26259.0462 eV
HOMO level: 0.0513 hartree
Relative energy (zero: lowest compared OMol25 entry of this formula, charge and spin): 17.2 kcal per mole

```
! wB97M-V def2-TZVPD RIJCOSX def2/J DEFGRID3
* xyz -2 1
N -0.61630 0.55715 -0.11837
O 1.46221 1.75414 1.23872
O 1.61916 -0.21380 -0.34573
O 1.08687 2.20442 -1.30466
P 0.11269 -0.91929 -0.45650
P 0.88708 1.35302 -0.05789
H -1.99302 -1.55964 -0.01049
H 0.20334 -1.55914 0.86732
H -2.76203 -1.61687 0.18760
*
```

Record 5
The following is a quantum chemistry calculation of a cluster of 2 separate species, H3NO3P2 in total at a distorted geometry, from OMol25.

Frontier orbital gap: 6.604 eV
LUMO energy: 7.5 eV
Calculated total energy: -26259.2277 eV
HOMO level: 0.0339 hartree
Relative energy (zero: lowest compared OMol25 entry of this formula, charge and spin): 13.0 kcal per mole

```
! wB97M-V def2-TZVPD RIJCOSX def2/J DEFGRID3
* xyz -2 1
N -0.21959 0.60498 -0.16794
O 0.72445 -1.29285 0.60233
O 1.96686 0.13417 -1.37266
O 2.07304 0.90513 1.10792
P -1.07172 -0.84139 0.01908
P 1.35678 0.11826 0.05272
H -0.53823 1.06993 -1.11451
H -1.56994 -0.64242 1.25901
H -2.72166 -0.05582 -0.38595
*
```

Record 6
The following is a quantum chemistry calculation of a cluster of 2 separate species, H3NOS in total at a distorted geometry, from OMol25.

Frontier orbital gap (spin up / spin down): 8.033 / 8.480 eV
LUMO energy (spin up / spin down): -1.1 / -0.5 eV
Calculated total energy: -14416.8931 eV
HOMO level (spin up / spin down): -0.3367 / -0.3300 hartree
Relative energy (zero: lowest compared OMol25 entry of this formula, charge and spin): 82.7 kcal per mole

```
! wB97M-V def2-TZVPD RIJCOSX def2/J DEFGRID3
* xyz 0 1
N 0.30026 1.10090 0.27161
O 1.48867 -1.16127 0.28445
S 1.63491 0.45319 -0.17454
H -1.39147 0.36441 -0.34575
H -0.00821 1.29858 1.19593
H 0.90789 -1.59340 -0.28946
*
```

Record 7
The following is a quantum chemistry calculation of the molecule H3NP2S at a distorted geometry, from OMol25.

Frontier orbital gap (spin up / spin down): 7.470 / 6.965 eV
LUMO energy (spin up / spin down): 0.5 / -2.7 eV
Calculated total energy: -30949.1025 eV
HOMO level (spin up / spin down): -0.2558 / -0.3544 hartree
Relative energy (zero: lowest compared OMol25 entry of this formula, charge and spin): 5.6 kcal per mole

```
! wB97M-V def2-TZVPD RIJCOSX def2/J DEFGRID3
* xyz 0 3
N 0.61675 -0.24980 -0.00364
P 1.60078 1.03712 0.11626
P -1.01114 -0.74743 0.50204
S -2.21130 0.57587 -0.29920
H 1.19674 -1.12843 -0.05098
H 0.71481 2.12403 0.48370
H -0.90663 -1.61137 -0.74820
*
```

Record 8
The following is a quantum chemistry calculation of a cluster of 2 separate species, H3O2PS in total at a distorted geometry, from OMol25.

SMILES: OP=S.O
Frontier orbital gap: 8.299 eV
LUMO energy: -1.1 eV
Calculated total energy: -24266.7641 eV
HOMO level: -0.3453 hartree
Relative energy (zero: lowest compared OMol25 entry of this formula, charge and spin): 60.3 kcal per mole

```
! wB97M-V def2-TZVPD RIJCOSX def2/J DEFGRID3
* xyz 0 1
O -1.26199 0.98171 -0.40558
O 0.10149 -1.53086 0.40988
P 0.69041 -0.90012 -1.09390
S 2.10447 0.38272 -0.44517
H -1.60422 0.40615 0.44528
H 0.36948 -1.10426 1.26700
H -0.39963 1.76466 -0.17751
*
```

Record 9
The following is a quantum chemistry calculation of the molecule H3OPS2 at a distorted geometry, from OMol25.

SMILES: O[P@@H](=S)S
Frontier orbital gap: 9.308 eV
LUMO energy: 0.3 eV
Calculated total energy: -33056.0189 eV
HOMO level: -0.3329 hartree
Relative energy (zero: lowest compared OMol25 entry of this formula, charge and spin): 16.2 kcal per mole

```
! wB97M-V def2-TZVPD RIJCOSX def2/J DEFGRID3
* xyz 0 1
O -0.06477 0.92762 -0.72209
P -1.01400 0.05342 0.24550
S -2.99757 0.34607 -0.03759
S -0.29020 -1.92024 -0.16926
H 0.79679 1.23493 -0.39612
H -0.31376 0.11072 1.36994
H -0.46964 -2.19541 1.09229
*
```

What is the calculated total energy in the eighth record? -24266.7641 eV

What is the calculated total energy in the first record? -10098.7657 eV

What is the formula in the first record? H3N4O2

Copy entry 3 word for word.
The following is a quantum chemistry calculation of a structure of composition H3NO2S2 at a distorted geometry, from OMol25.

Frontier orbital gap (spin up / spin down): 7.347 / 7.350 eV
LUMO energy (spin up / spin down): -1.7 / -1.7 eV
Calculated total energy: -27300.4460 eV
HOMO level (spin up / spin down): -0.3312 / -0.3313 hartree
Relative energy (zero: lowest compared OMol25 entry of this formula, charge and spin): 46.2 kcal per mole

```
! wB97M-V def2-TZVPD RIJCOSX def2/J DEFGRID3
* xyz 0 1
N -1.15963 0.24555 -0.06747
O 0.68397 -1.30820 0.01878
O -0.40912 1.09954 -0.80211
S 2.83774 0.35383 0.73391
S 1.68373 -0.31901 -0.65151
H -2.06395 -0.07204 -0.50230
H -1.23459 0.60335 0.97039
H -0.33814 -0.60301 0.30031
*
```